(1)
{"formula": "C4H9N3O", "method": "wB97M-V/def2-TZVPD", "species": ["H", "N", "C", "C", "C", "H", "H", "H", "H", "N", "C", "N", "O", "H", "H", "H", "H"], "coordinates": [[1.931904, -1.308167, 2.080606], [1.043223, -1.517482, 1.611624], [0.399431, -0.429389, 1.391428], [-1.062298, -0.528395, 0.677353], [-1.966035, 0.404442, 1.064046], [0.672338, 0.564962, 1.793788], [-1.349836, -1.574737, 0.666892], [-1.717392, 1.456838, 1.150080], [-2.891736, 0.139330, 1.559239], [-0.173624, -0.564614, -1.263962], [1.043930, 0.216316, -1.189158], [0.915867, 1.413065, -1.850888], [2.129512, -0.234100, -0.885572], [-0.014454, -1.572771, -1.197734], [-0.746088, -0.354695, -2.074595], [0.038717, 1.900212, -1.724397], [1.746542, 1.989186, -1.808751]], "forces_ev_per_angstrom": [[-0.3649, -0.1192, 0.0903], [-0.5542, 1.5119, -0.3841], [-1.5934, -1.2054, -1.0522], [1.5189, 0.5509, 4.6879], [0.3576, -0.1612, 0.1546], [-0.0191, -0.3192, -0.4132], [-0.0837, 0.0174, -0.1643], [0.3986, -0.0622, 0.3464], [-0.5553, -0.1611, -1.0878], [1.5729, 0.0318, -1.0007], [0.2067, -1.8270, -2.6090], [-0.4108, 0.6182, 0.6581], [-0.8114, 0.3235, 0.5611], [0.2978, 0.6024, 0.0831], [0.1133, 0.1592, 0.1727], [0.1174, 0.0848, -0.1351], [-0.1904, -0.0449, 0.0920]], "gap_ev": 8.614, "smiles": "[H]/N=C/C=C.NC(N)=O", "total_charge": 0, "total_energy_ha": -397.230525}

---

(2)
{"formula": "C9H8Cl2N2O", "method": "wB97M-V/def2-TZVPD", "species": ["C", "N", "C", "O", "N", "C", "C", "C", "Cl", "C", "Cl", "C", "C", "C", "H", "H", "H", "H", "H", "H", "H", "H"], "coordinates": [[1.241586, -2.195776, -1.126613], [0.852529, -0.826951, -0.971130], [0.455471, -0.147024, -2.007923], [0.628065, -0.475756, -3.160467], [-0.159234, 1.075296, -1.692107], [-0.258908, 1.448196, -0.351518], [-1.387160, 1.697130, 0.400346], [-1.517315, 1.195823, 1.670163], [-2.585214, 2.001217, 2.793254], [-0.953300, 0.008961, 2.149683], [-1.514825, -0.648349, 3.689058], [-0.132613, -0.843342, 1.381705], [0.643504, -0.311191, 0.378996], [0.989605, 1.105053, 0.317057], [2.103005, -2.595831, -0.441108], [0.345864, -2.761359, -0.823839], [1.424794, -2.516548, -2.147369], [-0.761780, 1.589366, -2.324279], [-2.209851, 2.412572, -0.060646], [-0.249709, -2.006804, 1.562591], [1.887625, 1.148315, -0.478237], [1.157862, 1.647004, 1.242383]], "forces_ev_per_angstrom": [[0.1598, -2.5437, 1.4594], [1.5339, -1.9911, 4.1685], [-0.6765, 2.6689, -2.8516], [-0.2053, -0.3879, -0.6121], [-1.0030, 1.5198, 0.1125], [0.1562, -1.2550, -0.0690], [-1.5275, 2.5834, -2.3338], [-0.0024, -0.2277, 1.9701], [-0.2255, 0.2946, -0.4342], [0.2602, -0.4590, 0.2339], [0.3041, 0.1010, -0.5102], [-0.3235, -2.4745, 0.2585], [-0.7562, -0.2018, -1.4186], [2.8832, 0.6254, -1.0242], [-1.4154, 1.3690, -1.2243], [0.3343, -0.3791, 0.0120], [0.1850, 0.6492, -0.0831], [0.2559, -0.8852, -0.4546], [1.4988, -1.9005, 1.0826], [0.2978, 2.6081, -0.5604], [-1.7953, 0.5486, 2.1623], [0.0615, -0.2626, 0.1161]], "gap_ev": 8.507, "smiles": "CN1C(=O)NC2=CC(Cl)=C(Cl)C=C1C2", "total_charge": 0, "total_energy_ha": -1452.808375}

---

(3)
{"formula": "C43H50B2CdF4N11O2S4", "method": "wB97M-V/def2-TZVPD", "species": ["Cd", "C", "C", "C", "C", "N", "N", "B", "N", "N", "C", "C", "C", "C", "C", "S", "C", "C", "C", "C", "N", "N", "C", "C", "C", "C", "C", "S", "C", "C", "C", "C", "C", "S", "C", "C", "C", "C", "H", "H", "H", "H", "H", "H", "H", "H", "H", "H", "H", "H", "H", "H", "H", "H", "H", "H", "H", "H", "H", "H", "H", "H", "H", "H", "H", "H", "H", "H", "H", "H", "H", "H", "H", "H", "H", "H", "H", "C", "C", "C", "C", "C", "C", "C", "S", "O", "O", "N", "C", "C", "C", "C", "C", "N", "H", "H", "H", "H", "H", "H", "H", "H", "H", "H", "H", "N", "C", "C", "C", "N", "C", "N", "F", "B", "F", "F", "F"], "coordinates": [[-0.964695, -0.910023, 0.492540], [1.639285, -0.530133, -4.691990], [1.141136, 0.807722, -4.249990], [0.671908, 1.721673, -5.115790], [0.264743, 3.008110, -4.640862], [0.060347, 3.212958, -3.381882], [0.425835, 2.253807, -2.476847], [-0.012125, 2.514424, -1.035516], [1.032570, 2.315300, 0.035425], [0.812066, 3.596976, -0.272795], [1.285305, 4.610170, 0.377490], [2.210136, 4.280400, 1.408002], [2.488266, 2.988105, 1.736167], [3.446315, 2.656959, 2.829148], [1.806034, 1.889900, 1.069076], [1.919665, 0.304655, 1.497559], [0.844570, 6.012461, 0.027919], [0.271500, 6.663969, 1.294833], [-0.228884, 5.986385, -1.058399], [2.058899, 6.813540, -0.462409], [-1.524778, 2.521599, -0.715812], [-2.235815, 3.026204, -1.742893], [-3.516408, 3.199387, -1.620713], [-4.191692, 2.885307, -0.420915], [-3.503229, 2.365980, 0.622035], [-4.173290, 1.935662, 1.884178], [-2.094565, 2.153185, 0.463097], [-1.233964, 1.446250, 1.753966], [-4.230017, 3.758058, -2.847677], [-5.728688, 3.927413, -2.603196], [-4.025963, 2.765952, -4.004962], [-3.612231, 5.125279, -3.172283], [1.213690, 1.170766, -2.846121], [2.244589, 0.352068, -1.842143], [0.093667, 4.165926, -5.626680], [1.061075, 4.000036, -6.807341], [0.400396, 5.493646, -4.928305], [-1.334793, 4.196330, -6.178942], [1.479027, -0.664350, -5.761320], [1.121662, -1.319787, -4.144232], [2.699082, -0.632507, -4.463536], [0.623691, 1.489920, -6.171510], [2.697291, 5.079414, 1.952721], [3.958902, 3.549351, 3.187162], [4.168998, 1.921538, 2.473738], [2.912842, 2.182848, 3.654849], [-0.556163, 6.074825, 1.695184], [-0.099108, 7.661809, 1.053572], [1.030407, 6.761826, 2.074132], [-1.138638, 5.493757, -0.705750], [0.109881, 5.455300, -1.948765], [-0.484411, 7.009991, -1.339256], [2.860900, 6.814893, 0.279290], [1.764819, 7.848268, -0.647824], [2.449724, 6.392828, -1.391267], [-5.259250, 3.022773, -0.341731], [-5.227653, 2.203692, 1.865273], [-3.681867, 2.372076, 2.754739], [-4.089408, 0.852870, 1.976587], [-6.192933, 2.970044, -2.359996], [-6.198771, 4.308572, -3.511953], [-5.927172, 4.639148, -1.796908], [-4.509852, 1.817293, -3.774499], [-2.963280, 2.568513, -4.150215], [-4.450102, 3.168128, -4.928746], [-3.871640, 5.855327, -2.398844], [-3.991054, 5.493054, -4.128308], [-2.524923, 5.047486, -3.216824], [2.079939, 3.797102, -6.468454], [1.071846, 4.922106, -7.392480], [0.752350, 3.194893, -7.475430], [1.427933, 5.510120, -4.555021], [-0.271861, 5.649424, -4.086230], [0.274133, 6.317370, -5.635528], [-1.601935, 3.239900, -6.635286], [-1.420363, 4.977072, -6.940161], [-2.046241, 4.404385, -5.386236], [-4.443892, -7.474466, -0.366778], [-3.868081, -6.309876, 0.394154], [-3.638986, -6.385017, 1.763392], [-3.100135, -5.308445, 2.456558], [-2.795470, -4.147900, 1.766866], [-3.037786, -4.045479, 0.400885], [-3.571437, -5.123012, -0.275386], [-2.011827, -2.797034, 2.600081], [-1.778078, -3.203900, 3.963396], [-2.793595, -1.598215, 2.383063], [-0.677842, -2.543055, 1.755447], [0.400794, -3.402261, 1.625129], [0.722608, -4.415858, 2.539452], [1.853011, -5.169822, 2.304896], [2.631033, -4.918987, 1.179923], [2.228395, -3.899180, 0.336752], [1.144053, -3.157555, 0.544300], [-4.502699, -8.366268, 0.257054], [-3.830222, -7.699648, -1.240582], [-5.448095, -7.236540, -0.724440], [-3.883257, -7.296228, 2.297822], [-2.905313, -5.355352, 3.519921], [-2.842644, -3.122636, -0.129822], [-3.761684, -5.040339, -1.339244], [0.096744, -4.565733, 3.408105], [2.137351, -5.951459, 2.999417], [3.521623, -5.493848, 0.965569], [2.794410, -3.656831, -0.557157], [-0.705449, -1.165792, -1.619118], [-1.089075, -1.977479, -2.359726], [-1.471082, -2.917995, -3.295123], [-1.024262, -4.261655, -3.173812], [-0.675626, -5.359996, -3.099726], [-2.329666, -2.574186, -4.374263], [-2.991139, -2.325661, -5.286673], [-5.375884, -0.544315, 0.088325], [-4.498370, -0.705821, -0.985484], [-3.158495, -0.308851, -0.557795], [-4.429999, -2.026925, -1.410813], [-4.870766, 0.154016, -2.038015]], "forces_ev_per_angstrom": [[-0.0294, 1.1477, -0.0489], [-0.0593, 0.0010, 0.0348], [-0.1353, -0.0920, -0.1161], [-0.0507, -0.0209, -0.0575], [0.0140, -0.0601, -0.0158], [0.2703, 0.4026, 0.1355], [-0.2286, -0.4652, 0.0598], [0.0602, -0.2808, -0.6310], [-0.0338, 0.1712, 0.0484], [-0.0531, 0.3513, 0.2573], [-0.0283, 0.0001, -0.1366], [0.0897, -0.0727, 0.1139], [0.0088, 0.1520, 0.0168], [-0.0088, -0.0225, -0.0123], [-0.0791, -0.3077, -0.1358], [0.0259, 0.0274, 0.0291], [0.0164, 0.1161, -0.0236], [0.0456, -0.0484, 0.0310], [-0.0108, -0.0609, 0.0118], [0.0171, -0.0760, 0.0187], [-0.1700, -0.2291, 0.2980], [0.2009, -0.0268, -0.1397], [-0.1504, 0.0007, -0.0229], [-0.0022, -0.0213, -0.0007], [-0.0074, -0.0502, 0.0572], [0.0282, 0.0316, -0.0454], [0.0237, 0.0690, -0.0430], [0.1574, -0.2543, -0.3381], [0.0697, -0.0304, -0.1152], [0.0448, -0.0446, 0.0190], [0.0847, 0.0422, 0.1053], [0.0012, -0.0626, 0.0561], [0.2528, 0.0178, 0.1742], [-0.1853, 0.1484, 0.0116], [-0.0888, 0.0900, 0.0705], [0.0518, 0.0002, 0.0554], [-0.0618, -0.0510, -0.0061], [0.0499, -0.0537, -0.0183], [-0.0367, 0.0125, 0.0147], [0.0170, -0.0130, 0.0019], [0.0144, -0.0104, -0.0013], [0.0320, 0.0333, 0.0044], [-0.0317, 0.0049, -0.0230], [-0.0141, -0.0156, -0.0155], [0.0127, 0.0095, 0.0208], [0.0024, -0.0119, -0.0137], [0.0103, 0.0216, -0.0110], [0.0112, -0.0083, 0.0088], [-0.0386, 0.0126, -0.0058], [0.0156, 0.0039, -0.0195], [-0.0140, -0.0007, 0.0111], [-0.0012, -0.0140, 0.0152], [-0.0105, 0.0252, -0.0348], [0.0068, -0.0151, -0.0041], [-0.0024, 0.0148, 0.0226], [-0.0119, -0.0301, -0.0118], [-0.0200, 0.0255, -0.0157], [-0.0452, 0.0027, -0.0116], [0.0058, -0.0954, 0.0119], [-0.0361, 0.0232, -0.0157], [0.0137, 0.0025, 0.0173], [-0.0370, -0.0195, -0.0240], [0.0004, -0.0462, 0.0083], [-0.0169, 0.0288, -0.0596], [0.0160, 0.0158, 0.0207], [0.0299, -0.0107, -0.0220], [0.0087, 0.0147, -0.0037], [-0.0014, 0.0170, -0.0814], [-0.0182, 0.0189, -0.0199], [-0.0040, -0.0167, 0.0087], [0.0390, 0.0049, 0.0110], [-0.0379, 0.0029, 0.0033], [0.0024, 0.0340, -0.0162], [0.0031, -0.0168, 0.0226], [-0.0071, 0.0258, 0.0103], [-0.0124, -0.0320, 0.0128], [-0.1071, 0.0101, 0.0614], [0.0282, 0.0702, 0.0039], [-0.0409, -0.0406, 0.0386], [-0.0271, 0.0160, -0.0141], [0.0593, 0.0290, -0.0196], [0.0560, -0.0677, 0.0418], [-0.0314, 0.0687, 0.0950], [-0.0154, -0.0049, -0.0420], [-0.1077, -0.2091, 0.2548], [0.0672, -0.1092, 0.0102], [-0.0215, -0.0163, -0.1345], [0.0745, -0.3214, 0.4905], [-0.0419, -0.1149, 0.0242], [-0.1051, 0.0224, 0.0394], [-0.0008, -0.0198, -0.0517], [0.0202, 0.0088, 0.0080], [-0.0348, 0.0342, -0.0101], [0.0375, 0.0812, 0.0172], [-0.0081, -0.0009, -0.0079], [-0.0141, -0.0171, 0.0134], [0.0059, -0.0307, -0.0002], [0.0230, -0.0105, -0.0144], [-0.0031, -0.0340, -0.0198], [-0.0130, -0.0493, -0.0271], [0.0200, 0.0227, 0.0203], [0.0593, -0.0194, 0.0014], [-0.0413, -0.0037, 0.0049], [-0.0134, 0.0079, -0.0068], [-0.0010, -0.0148, 0.0166], [-0.0020, -0.1101, -0.2978], [0.0785, 0.0909, -0.2031], [-0.1099, -0.2234, -0.1099], [0.0093, 0.1539, -0.0025], [-0.0016, 0.0211, 0.0189], [0.0876, 0.0182, 0.1101], [0.0237, 0.0362, 0.0176], [0.1703, 0.0326, -0.0674], [-0.0540, 0.1304, -0.0732], [-0.1002, 0.0395, 0.1593], [-0.0165, 0.0925, -0.0091], [0.1175, -0.0053, 0.1501]], "gap_ev": 6.540, "total_charge": -1, "total_energy_ha": -4631.407535}